<w>
ORCA calculation (ωB97M-V with the def2-TZVPD basis set) on a cluster of 2 separate species, C19H17N3O4S in total.

```
! RIJCOSX wB97M-V def2-TZVPD def2/J DEFGRID3
* xyz 0 1
S 2.75061 -0.44439 2.17713
O 4.47219 2.80502 -1.07771
O 3.88638 -1.86822 -0.87826
O -2.55979 2.75497 1.52758
O -4.26433 1.99237 0.24171
N 1.79552 -0.31939 -0.24963
N 4.30513 0.62917 -1.24444
N 0.30834 -0.95573 1.46256
C -1.59290 0.16400 -1.62698
C -0.41512 -2.46335 -0.27450
C 4.39749 1.74745 -0.60700
C -1.50066 -3.23736 -1.00851
C -3.84420 2.84489 1.23663
C -2.02238 -1.52551 1.04596
C -3.03050 -1.94326 0.55950
C 0.95858 0.21950 -1.23239
C -0.70414 1.52163 0.23086
C 3.99654 1.39152 1.05593
C 4.02921 -0.08273 1.09784
C 1.36323 -0.51970 0.89024
C -2.82422 -2.99215 -0.58398
C 3.94833 -0.57272 -0.40155
C -0.76453 -1.71556 0.67016
C -1.86238 1.96231 0.30599
C -3.06878 1.36718 -0.33850
C -2.79455 0.43550 -1.44691
C -0.47089 0.59076 -1.08953
H -3.70921 -3.27224 -1.03636
H 4.86026 2.03481 1.32221
H -4.26911 2.37983 2.07061
H 3.08319 1.98064 1.10758
H 5.06715 -0.42288 1.43304
H 0.12982 -1.12266 2.55065
H -4.11158 -1.96908 0.86196
H -1.17289 -3.81651 -1.67390
H 0.81173 -0.79517 -1.79536
H -3.64061 0.08587 -2.11595
H 1.50081 0.87435 -1.76141
H 0.44325 -2.59835 -0.33962
H -4.13606 3.94798 0.76207
H 0.09314 1.82159 0.63440
H 4.11772 0.28932 -2.19459
H -2.26153 -0.90274 2.35077
H -1.29826 -0.30097 -2.61827
*
```

Gap between HOMO and LUMO in eV: 8.411

<x>
ORCA calculation (ωB97M-V with the def2-TZVPD basis set) on a structure of composition C19H17N3O4S.

```
! RIJCOSX wB97M-V def2-TZVPD def2/J DEFGRID3
* xyz 0 1
S -4.23019 1.72986 0.52179
O -4.83242 1.67414 -0.69844
O 4.34853 1.59113 0.17541
O 2.11352 1.98199 -2.38648
O -4.45474 2.49408 1.81686
N 1.89303 1.99338 -0.23141
N -3.28688 -0.89898 -0.69105
N -4.35199 0.01236 1.01773
C -4.81956 -2.25057 0.32330
C 4.88939 -1.50504 1.90025
C 4.27675 0.09018 0.26678
C 3.76913 -2.26435 -0.26247
C -3.11963 -1.74111 -1.54987
C 4.86825 -0.34808 1.41974
C -0.21616 1.72721 1.13462
C 2.63455 1.94431 -1.34100
C -4.53702 -3.18076 -0.40025
C -2.46240 1.59219 0.50750
C -0.49376 1.74606 -1.30323
C -1.93873 1.77425 -0.89027
C 4.01876 1.96548 -0.96014
C 4.29128 -2.67195 0.94961
C -3.54101 -2.84196 -1.63608
C 3.80683 -0.74036 -0.50384
C -1.54948 1.66326 1.30790
C -4.22566 -1.03193 0.38020
C 0.40471 1.80938 -0.08851
H 5.24803 -2.01887 2.80895
H -4.94712 -0.06965 1.86069
H 4.21638 -3.53569 1.25192
H 3.20566 -0.36777 -1.21402
H 4.23465 2.91666 -0.97583
H -0.07980 2.19428 -2.17592
H -5.55799 -2.32523 1.39987
H -2.00805 1.74599 2.43676
H 3.45776 -2.90481 -0.79895
H 5.24647 0.37997 2.55640
H 4.43134 1.47357 -1.81787
H 2.18242 1.83872 0.77275
H -4.97621 -4.08583 -0.37336
H -2.57435 1.72928 -1.75972
H -3.48525 -3.64151 -2.14717
H 0.55246 1.59495 2.06100
H -2.40154 -1.23819 -2.66417
*
```

Gap between HOMO and LUMO in eV: 8.617

<y>
ORCA calculation (ωB97M-V with the def2-TZVPD basis set) on an isolated molecule of C19H17N3O4S.

```
! RIJCOSX wB97M-V def2-TZVPD def2/J DEFGRID3
* xyz 0 1
S 0.43371 1.38947 1.67977
O -2.22675 -0.70012 -1.27620
O -2.69351 0.02402 0.76840
O 0.76531 1.71216 3.03277
O 1.46624 1.45497 0.68456
N 1.71501 -1.48039 -0.15195
N -0.14998 -0.19488 1.68086
N -4.86556 4.17439 3.20665
C -4.05553 3.82008 2.47821
C -1.91085 2.75645 2.03512
C 0.46429 -1.13389 -0.49533
C 0.02856 -1.34421 -1.87243
C -1.78965 -1.28409 -3.49089
C 0.87149 -1.77399 -2.90565
C 3.60250 -2.24498 1.17203
C -1.85225 -0.41322 0.00354
C -1.31704 -1.10466 -2.19099
C -0.48507 -0.63940 0.37726
C -3.05603 3.39969 1.56798
C -1.10388 2.59350 -0.23329
C -2.24754 3.22734 -0.69415
C -3.22467 3.62421 0.20008
C -0.95817 2.36516 1.12162
C 0.40110 -1.94899 -4.18790
C 2.29424 -1.46005 1.17191
C 4.22294 -2.26187 2.56298
C -0.93460 -1.70348 -4.48482
H -0.31965 2.27300 -0.90178
H 4.30211 -1.78388 0.47040
H -1.30137 -1.84210 -5.48977
H 2.38466 -1.57036 -0.89927
H 3.55473 -2.74328 3.27252
H -2.38064 3.40127 -1.75099
H 2.47511 -0.42951 1.49582
H -4.12514 4.10669 -0.15015
H 1.58568 -1.91379 1.86740
H 4.40939 -1.24701 2.90448
H 1.91287 -1.97783 -2.70939
H 3.41382 -3.26920 0.84068
H -0.95250 -0.24553 2.29876
H 5.16520 -2.80399 2.55410
H -1.75969 2.56073 3.08533
H 1.07323 -2.28024 -4.96432
H -2.83209 -1.08817 -3.68393
*
```

SMILES string: CCCNc1c(NS(=O)(=O)c2cccc(C#N)c2)c(=O)oc2ccccc12
Gap between HOMO and LUMO in eV: 8.511

Computed stability ranking, most favorable first: <y>, <w>, <x>

<w>
ORCA calculation (ωB97M-V with the def2-TZVPD basis set) on an isolated molecule of C4H7N3S.

```
! RIJCOSX wB97M-V def2-TZVPD def2/J DEFGRID3
* xyz 0 1
S -2.26398 0.68436 0.14318
N 0.45492 -0.24497 -0.70743
N 2.40700 0.47720 0.87686
N 1.14099 0.25581 1.45369
C -0.56534 -0.39902 -1.68844
C 0.24073 -0.18903 0.64111
C -1.88603 -0.08414 -1.37797
C -1.11107 -0.34918 1.12724
H -1.12486 0.03720 2.11025
H 1.45655 0.08037 -0.96045
H -0.32697 -0.77385 -2.75335
H -2.61541 -0.14709 -2.24313
H -1.51651 -1.37054 1.01923
H 3.12585 0.35934 1.64421
H 2.58414 1.66355 0.71499
*
```

SMILES string: N/N=C1/CSC=CN1
Gap between HOMO and LUMO in eV: 8.697

<x>
ORCA calculation (ωB97M-V with the def2-TZVPD basis set) on an isolated molecule of C4H7N3S.

```
! RIJCOSX wB97M-V def2-TZVPD def2/J DEFGRID3
* xyz 0 1
S -2.03139 -1.59697 -0.38166
N 1.12966 -1.22792 0.17268
N 2.44456 -0.96371 -0.21976
N 0.51447 1.03738 -0.30379
C -1.68069 1.04987 0.24046
C -0.69694 1.76287 -0.32585
C 0.29921 -0.24483 0.19701
C -1.15345 -0.29816 0.60884
H 1.10203 1.06244 -1.14411
H 2.97338 -1.72596 0.16992
H 2.74726 -0.04535 0.13076
H -1.28764 -0.53737 1.63865
H -0.95399 -2.38055 -0.39968
H -0.70727 2.73766 -0.76797
H -2.69920 1.37062 0.38448
*
```

SMILES string: N/N=C1\NC=C[C@H]1S
Gap between HOMO and LUMO in eV: 8.855

Computed stability ranking, most favorable first: <x>, <w>

<w>
ORCA calculation (ωB97M-V with the def2-TZVPD basis set) on a cluster of 8 separate species, C5H24NO9 in total.

```
! RIJCOSX wB97M-V def2-TZVPD def2/J DEFGRID3
* xyz -1 1
O -3.27906 -0.09914 -1.72911
O 1.81414 2.72724 1.70932
O 0.87474 -3.64019 -1.84496
O 2.17193 -0.65013 0.37895
O -3.70534 1.22561 0.80155
O -0.89337 -3.47723 0.63827
O -1.56898 0.57696 2.23069
O 2.38723 0.53752 2.78677
O 0.27584 -1.10859 2.23668
N 0.25841 -1.53419 -1.24488
C 0.26088 -0.12085 -0.96811
C 1.10313 -2.43317 -1.80814
C 1.69268 0.29721 -0.44663
C 0.17306 2.23825 -2.28113
C -0.15561 0.71771 -2.25139
H -1.10692 1.37154 2.43861
H 0.97190 2.20144 1.62836
H 1.29494 2.22570 -2.27756
H 0.18108 -1.94820 2.62014
H 2.16437 -2.09965 -1.75789
H 2.56191 0.31633 -1.24370
H -1.16917 0.55635 -2.30778
H -3.25418 0.33860 -0.89540
H -3.86818 -0.80663 -1.62929
H -0.55593 -1.93330 -0.93788
H -0.20188 2.78873 -3.13023
H 2.42922 2.04876 2.01451
H 1.50690 0.15476 2.80863
H -0.06307 2.71942 -1.31622
H -0.90037 -0.15042 2.07789
H -0.20971 -3.94256 0.22528
H -3.60822 2.15577 0.90777
H 2.80807 -0.10178 2.19451
H -0.46825 0.00809 -0.16425
H 1.56604 1.35704 -0.05709
H -0.35766 -2.77248 1.07200
H 0.35760 0.36763 -3.11973
H 1.39639 -1.00962 1.13423
H -2.88457 0.89748 1.50722
*
```

Gap between HOMO and LUMO in eV: 9.291

<x>
ORCA calculation (ωB97M-V with the def2-TZVPD basis set) on a cluster of 8 separate species, C5H24NO9 in total.

```
! RIJCOSX wB97M-V def2-TZVPD def2/J DEFGRID3
* xyz -1 1
O -1.94518 1.51013 -3.10068
O -3.52104 1.41809 2.65171
O 2.89079 -0.33166 -3.03922
O 2.66865 -1.22227 -0.35726
O 0.67278 1.74912 -3.25720
O 3.13958 -0.48666 2.30663
O 0.08605 2.20451 2.88062
O -0.03934 2.36361 -0.64528
O 1.44127 1.12419 0.51326
N -0.37085 0.17813 -0.69309
C -1.21858 -1.01804 1.19223
C -0.31360 -1.17264 -0.04435
C 0.44294 1.28390 -0.22373
C -1.03261 -2.08686 -1.04091
C -0.93227 -2.12792 2.20627
H 0.94330 1.77937 -2.30900
H -1.30207 0.97547 -2.62276
H 2.31055 0.02354 2.24089
H 2.82490 -1.24707 -1.27513
H -1.18389 0.02485 1.50534
H -1.96747 2.33491 -2.61249
H 0.32846 1.29932 2.72545
H -3.26232 0.98723 1.79785
H 0.27065 2.72066 2.10287
H 3.32815 0.26447 -2.43810
H -0.59509 -2.17197 -2.04275
H -1.57690 -2.98878 2.12213
H 3.58461 -0.32733 1.47575
H 0.13464 -2.51188 2.20474
H -1.36380 -3.02215 -0.68168
H 1.97852 0.03634 -3.08537
H -1.36905 0.37212 -0.83431
H -2.83517 2.08537 2.78536
H -0.05752 2.36750 -3.23064
H -2.25120 -1.01933 0.82362
H 0.67164 -1.59234 0.12196
H -2.04108 -1.65084 -1.47114
H -0.94912 -1.71849 3.21657
H 2.41066 -0.40662 0.13185
*
```

Gap between HOMO and LUMO in eV: 9.173

Computed stability ranking, most favorable first: <x>, <w>